*one*
11 unconnected molecules or ions with the total composition H22O11. Source: the Open Molecules 2025 dataset; level of theory: ωB97M-V/def2-TZVPD.

Each line ends with the natural charge from an NBO analysis.
Geometry (Å):
O (3.25, 0.77, -1.00)  -0.99
H (4.07, 1.09, -0.68)  0.47
H (2.87, 0.24, -0.27)  0.49
O (-0.85, 4.07, 1.14)  -0.95
H (-0.17, 3.58, 0.71)  0.49
H (-0.36, 4.47, 1.84)  0.45
O (-3.18, 2.24, 0.15)  -0.94
H (-3.28, 2.92, 0.82)  0.48
H (-2.46, 1.68, 0.46)  0.47
O (0.67, -2.58, 0.99)  -0.96
H (0.18, -3.37, 0.83)  0.50
H (1.34, -2.87, 1.59)  0.48
O (-0.29, 0.26, -0.27)  -0.98
H (0.27, -0.26, -0.87)  0.49
H (0.45, 0.80, 0.08)  0.49
O (-1.22, -3.00, -2.26)  -0.97
H (-0.48, -2.44, -2.04)  0.47
H (-1.91, -2.40, -2.60)  0.48
O (-3.50, -1.46, -0.92)  -0.96
H (-2.74, -1.09, -0.42)  0.48
H (-3.70, -0.76, -1.55)  0.46
O (0.96, -1.71, -1.65)  -0.97
H (1.11, -2.00, -0.73)  0.50
H (1.77, -1.26, -1.92)  0.50
O (-1.93, -1.11, 1.23)  -0.98
H (-1.32, -0.43, 0.87)  0.50
H (-1.65, -2.00, 1.00)  0.47
O (2.29, -0.18, 1.25)  -0.96
H (1.68, -0.85, 1.34)  0.49
H (2.76, -0.05, 2.09)  0.50
O (1.40, 2.60, 0.31)  -0.97
H (2.10, 2.77, 0.96)  0.48
H (1.86, 2.35, -0.49)  0.51

Calculated values
Structure (SMILES): O.O.O.O.O.O.O.O.O.O.O
Charge: 0
Kohn-Sham gap, eV: 9.3
Multiplicity: 1

***

*two*
11 unconnected molecules or ions with the total composition H22O11. Source: the Open Molecules 2025 dataset; level of theory: ωB97M-V/def2-TZVPD.

Each line ends with the natural charge from an NBO analysis.
Geometry (Å):
H (-0.29, -0.71, 0.01)  0.44
H (0.39, 0.64, -0.18)  0.47
H (0.12, 3.78, -0.68)  0.45
H (-0.14, 5.10, 0.03)  0.47
H (5.42, 0.16, -1.20)  0.45
H (4.29, 1.11, -0.84)  0.46
H (-3.90, 3.46, -1.42)  0.46
H (-3.26, 2.34, -0.62)  0.47
H (2.31, -3.20, 0.45)  0.46
H (3.77, -2.96, 0.79)  0.48
H (-4.98, -3.88, -0.48)  0.47
H (-3.96, -3.09, 0.33)  0.44
H (-1.37, -0.98, -3.04)  0.48
H (-2.33, -1.01, -1.86)  0.47
H (2.52, -1.13, -1.38)  0.47
H (3.81, -1.27, -2.17)  0.46
H (-1.84, -0.69, 0.40)  0.44
H (-3.02, -1.58, 0.75)  0.45
H (0.59, -1.13, 2.21)  0.46
H (-0.51, -0.11, 1.98)  0.46
H (1.13, 2.49, 1.32)  0.45
H (1.51, 2.43, 2.79)  0.47
O (0.57, -0.27, 0.05)  -0.91
O (-0.34, 4.16, 0.08)  -0.93
O (4.82, 0.39, -0.48)  -0.91
O (-4.05, 2.88, -0.66)  -0.93
O (2.93, -3.21, 1.19)  -0.94
O (-4.63, -3.78, 0.41)  -0.91
O (-1.44, -0.74, -2.10)  -0.95
O (3.40, -0.74, -1.47)  -0.94
O (-2.54, -0.81, 1.05)  -0.90
O (0.26, -0.28, 2.52)  -0.92
O (0.78, 2.65, 2.20)  -0.92

Calculated values
Structure (SMILES): O.O.O.O.O.O.O.O.O.O.O
Charge: 0
Kohn-Sham gap, eV: 9.1
Multiplicity: 1

***

Q: Which of them is the least stable? A: *two*.

***

*one*
11 unconnected molecules or ions with the total composition H22O11. Source: the Open Molecules 2025 dataset; level of theory: ωB97M-V/def2-TZVPD.

Each line ends with the natural charge from an NBO analysis.
Geometry (Å):
H (-0.65, -0.01, 1.16)  0.48
H (0.86, -0.03, 0.94)  0.47
H (-4.79, -0.67, -2.49)  0.46
H (-3.99, -0.16, -1.30)  0.46
H (-3.71, -1.02, 0.65)  0.45
H (-4.79, -1.41, 1.64)  0.47
H (2.91, 1.43, -1.05)  0.45
H (1.86, 1.60, 0.04)  0.48
H (2.02, -2.16, -0.40)  0.48
H (1.91, -2.22, -1.92)  0.47
H (3.76, 2.79, -0.72)  0.44
H (3.42, 3.18, 0.70)  0.46
H (0.53, -3.95, 2.89)  0.47
H (1.26, -3.62, 1.60)  0.47
H (-1.96, 3.65, -0.55)  0.47
H (-3.22, 4.38, -0.12)  0.47
H (-1.38, 2.90, 1.94)  0.48
H (-2.05, 2.15, 0.80)  0.46
H (-2.16, -1.50, -0.69)  0.48
H (-1.71, -1.55, -2.14)  0.48
H (4.96, -0.44, -0.82)  0.47
H (4.33, -1.65, -1.50)  0.46
O (0.03, 0.24, 0.52)  -0.95
O (-4.60, -0.86, -1.56)  -0.93
O (-4.12, -1.79, 1.06)  -0.92
O (2.73, 1.22, -0.13)  -0.93
O (1.88, -2.78, -1.13)  -0.94
O (4.15, 2.89, 0.15)  -0.91
O (1.02, -3.24, 2.45)  -0.94
O (-2.26, 4.46, -0.14)  -0.93
O (-1.31, 2.09, 1.41)  -0.94
O (-2.28, -1.06, -1.54)  -0.96
O (5.08, -1.39, -0.94)  -0.93

Calculated values
Structure (SMILES): O.O.O.O.O.O.O.O.O.O.O
Charge: 0
Kohn-Sham gap, eV: 9.9
Multiplicity: 1

***

*two*
11 unconnected molecules or ions with the total composition H22O11. Source: the Open Molecules 2025 dataset; level of theory: ωB97M-V/def2-TZVPD.

Each line ends with the natural charge from an NBO analysis.
Geometry (Å):
O (-2.01, -0.46, 2.43)  -0.98
H (-2.87, -0.79, 2.16)  0.48
H (-1.31, -0.63, 1.76)  0.49
O (-0.18, -0.20, 0.33)  -1.02
H (0.58, 0.02, -0.23)  0.51
H (-0.92, 0.40, 0.08)  0.50
O (-1.51, 2.17, -2.17)  -0.95
H (-1.16, 2.91, -2.72)  0.49
H (-1.17, 1.40, -2.61)  0.47
O (0.67, 0.81, 3.36)  -0.95
H (0.74, 0.22, 4.11)  0.46
H (0.47, 0.22, 2.62)  0.48
O (-1.10, -2.98, 0.23)  -0.94
H (-1.11, -3.80, -0.22)  0.47
H (-0.76, -2.36, -0.41)  0.49
O (-3.43, -1.98, -0.95)  -0.97
H (-3.35, -1.01, -0.88)  0.48
H (-2.89, -2.31, -0.28)  0.48
O (-2.99, 0.90, -0.34)  -0.99
H (-2.81, 1.31, -1.21)  0.50
H (-2.82, 1.67, 0.31)  0.50
O (2.46, -0.14, 1.31)  -0.96
H (2.71, 0.61, 1.85)  0.50
H (2.27, -0.91, 1.89)  0.50
O (1.53, -0.04, -2.03)  -0.94
H (0.96, 0.24, -2.72)  0.47
H (2.46, 0.34, -2.18)  0.51
O (4.11, -0.64, -0.59)  -1.00
H (3.45, -0.33, 0.02)  0.49
H (4.98, -0.73, -0.15)  0.47
O (1.40, 2.30, -0.79)  -0.95
H (2.33, 2.27, -0.64)  0.46
H (1.26, 1.54, -1.36)  0.46

Calculated values
Structure (SMILES): O.O.O.O.O.O.O.O.O.O.O
Charge: 0
Kohn-Sham gap, eV: 10.2
Multiplicity: 1

***

*three*
11 unconnected molecules or ions with the total composition H22O11. Source: the Open Molecules 2025 dataset; level of theory: ωB97M-V/def2-TZVPD.

Each line ends with the natural charge from an NBO analysis.
Geometry (Å):
O (0.31, 1.16, 0.57)  -0.94
H (0.14, 1.60, -0.27)  0.47
H (-0.13, 0.31, 0.49)  0.47
O (-1.56, 2.44, -3.90)  -0.94
H (-2.05, 1.96, -4.56)  0.47
H (-1.77, 3.36, -4.06)  0.47
O (4.05, -0.90, -2.12)  -0.94
H (4.76, -1.52, -1.97)  0.46
H (3.33, -1.22, -1.57)  0.47
O (-3.54, -1.95, 0.13)  -0.94
H (-4.39, -1.54, 0.01)  0.47
H (-3.64, -2.83, -0.23)  0.47
O (4.23, -2.50, 2.58)  -0.94
H (3.58, -2.79, 1.94)  0.47
H (4.94, -2.13, 2.05)  0.47
O (-2.42, -4.06, 3.88)  -0.94
H (-3.22, -4.15, 4.40)  0.47
H (-2.66, -3.45, 3.18)  0.47
O (0.27, 4.11, 3.81)  -0.94
H (0.29, 3.64, 4.64)  0.47
H (0.32, 3.42, 3.14)  0.47
O (2.25, 6.37, -3.19)  -0.93
H (2.52, 6.86, -3.98)  0.47
H (2.15, 5.47, -3.50)  0.47
O (1.16, -3.88, -0.20)  -0.94
H (0.96, -4.13, -1.11)  0.47
H (0.77, -4.57, 0.33)  0.47
O (0.21, -1.99, -4.75)  -0.93
H (-0.31, -1.35, -4.26)  0.47
H (-0.08, -1.88, -5.66)  0.47
O (-3.54, 1.71, 4.92)  -0.94
H (-3.32, 1.81, 3.99)  0.47
H (-3.61, 2.61, 5.25)  0.47

Calculated values
Structure (SMILES): O.O.O.O.O.O.O.O.O.O.O
Charge: 0
Kohn-Sham gap, eV: 11.2
Multiplicity: 1

***

Q: Which of them is the least stable? A: *one*.

***

*one*
11 unconnected molecules or ions with the total composition H22O11. Source: the Open Molecules 2025 dataset; level of theory: ωB97M-V/def2-TZVPD.

Each line ends with the natural charge from an NBO analysis.
Geometry (Å):
O (-0.60, 1.55, 1.17)  -0.99
H (-0.40, 2.49, 1.19)  0.48
H (-1.39, 1.49, 0.63)  0.50
O (1.67, 0.54, 2.18)  -0.95
H (2.39, 0.94, 1.70)  0.45
H (0.89, 0.75, 1.67)  0.48
O (-1.24, 0.92, -2.85)  -0.97
H (-1.73, 0.19, -3.20)  0.46
H (-0.72, 0.54, -2.13)  0.49
O (1.97, 1.82, -1.08)  -0.95
H (1.90, 2.63, -1.59)  0.50
H (2.44, 2.09, -0.29)  0.49
O (-1.36, -0.03, 3.60)  -0.93
H (-1.02, -0.04, 2.70)  0.48
H (-2.31, -0.10, 3.50)  0.45
O (1.83, -2.70, 1.50)  -0.96
H (1.85, -1.76, 1.31)  0.47
H (1.50, -3.10, 0.70)  0.48
O (-1.73, -1.14, 0.95)  -0.97
H (-1.48, -1.93, 1.44)  0.51
H (-2.60, -1.35, 0.60)  0.48
O (0.31, -0.31, -0.78)  -1.00
H (-0.27, -0.38, -0.02)  0.49
H (0.88, 0.43, -0.59)  0.50
O (0.47, -3.02, -1.26)  -0.96
H (0.81, -2.97, -2.15)  0.48
H (-0.03, -2.21, -1.14)  0.48
O (-3.18, 1.29, 0.49)  -0.92
H (-3.02, 0.56, -0.10)  0.47
H (-3.53, 0.88, 1.28)  0.48
O (2.87, 0.39, -3.17)  -0.96
H (2.28, 0.68, -3.87)  0.46
H (2.56, 0.86, -2.39)  0.48

Calculated values
Structure (SMILES): O.O.O.O.O.O.O.O.O.O.O
Charge: 0
Kohn-Sham gap, eV: 10.1
Multiplicity: 1

***

*two*
11 unconnected molecules or ions with the total composition H22O11. Source: the Open Molecules 2025 dataset; level of theory: ωB97M-V/def2-TZVPD.

Each line ends with the natural charge from an NBO analysis.
Geometry (Å):
H (-0.44, -0.60, 0.39)  0.45
H (0.88, -0.75, 1.13)  0.49
H (3.89, 2.25, 0.07)  0.49
H (2.42, 2.30, 0.45)  0.45
H (2.00, -2.08, -2.66)  0.48
H (1.66, -0.79, -3.39)  0.44
H (2.03, -2.83, -0.48)  0.46
H (0.86, -1.86, -0.40)  0.45
H (2.13, 2.16, -2.20)  0.47
H (2.51, 3.06, -1.04)  0.47
H (-5.34, 1.16, -0.07)  0.45
H (-4.62, 0.21, -1.00)  0.46
H (3.10, -1.24, 3.29)  0.47
H (3.85, -2.06, 2.25)  0.46
H (-4.13, -2.03, -0.15)  0.48
H (-3.71, -1.78, -1.58)  0.45
H (-2.83, -0.02, -1.18)  0.45
H (-2.30, -0.93, -0.09)  0.41
H (2.39, 0.36, 0.74)  0.46
H (3.54, -0.60, 0.98)  0.45
H (-2.96, 2.09, 1.87)  0.47
H (-4.28, 1.50, 2.33)  0.46
O (0.14, -0.14, 1.00)  -0.95
O (3.26, 2.75, 0.61)  -0.93
O (2.06, -1.12, -2.58)  -0.92
O (1.72, -1.98, -0.81)  -0.90
O (2.85, 2.71, -1.87)  -0.95
O (-4.66, 0.48, -0.08)  -0.91
O (3.11, -2.11, 2.86)  -0.92
O (-4.38, -1.54, -0.94)  -0.91
O (-2.98, -0.27, -0.26)  -0.87
O (2.70, -0.52, 0.52)  -0.92
O (-3.90, 2.06, 1.64)  -0.93

Calculated values
Structure (SMILES): O.O.O.O.O.O.O.O.O.O.O
Charge: 0
Kohn-Sham gap, eV: 8.8
Multiplicity: 1

***

Q: Which of them is the least stable? A: *two*.

***

*one*
2 unconnected molecules or ions with the total composition CH4N2P2. Source: the Open Molecules 2025 dataset; level of theory: ωB97M-V/def2-TZVPD.

Each line ends with the natural charge from an NBO analysis.
Geometry (Å):
C (-0.75, 0.88, -0.04)  -0.31
N (-1.84, 1.10, 0.50)  -0.55
N (1.04, -0.88, 0.71)  -1.13
P (-0.09, 0.82, -1.73)  0.22
P (1.07, 0.74, 0.18)  0.69
H (-1.83, 1.26, 1.50)  0.35
H (1.94, -1.34, 0.65)  0.39
H (0.32, -1.48, 0.32)  0.39
H (0.15, -1.09, -2.09)  -0.05

Calculated values
Charge: 0
Kohn-Sham gap, eV: 7.8
Multiplicity: 1

***

*two*
CH4N2P2 in the gas phase. Source: the Open Molecules 2025 dataset; level of theory: ωB97M-V/def2-TZVPD.

Each line ends with the natural charge from an NBO analysis.
Geometry (Å):
C (-1.98, -0.39, 0.02)  0.24
N (-2.89, 0.16, 0.54)  -0.67
N (2.33, -0.18, -0.02)  -1.18
P (-0.34, 0.73, -0.86)  0.00
P (1.34, 1.17, 0.31)  0.45
H (-3.47, 0.44, 1.25)  0.43
H (3.00, -0.73, 0.62)  0.41
H (1.70, -0.91, -0.44)  0.38
H (0.30, -0.30, -1.42)  -0.06

Calculated values
Structure (SMILES): N=C=[PH]=PN
Charge: 0
Kohn-Sham gap (spin up / spin down), eV: 7.0 / 7.0
Multiplicity: 1

***

*three*
CH4N2P2 in the gas phase. Source: the Open Molecules 2025 dataset; level of theory: ωB97M-V/def2-TZVPD.

Each line ends with the natural charge from an NBO analysis.
Geometry (Å):
C (-0.13, -0.01, 0.09)  -0.17
N (-0.03, -1.10, -0.76)  -0.80
N (0.68, 1.06, 0.13)  -0.83
P (-0.13, -1.65, 0.93)  0.55
P (-1.02, 1.61, 0.21)  0.58
H (-0.80, -1.37, -1.28)  0.38
H (1.29, 1.38, 0.97)  0.40
H (1.39, -1.81, 1.00)  -0.05
H (-1.25, 1.89, -1.30)  -0.05

Calculated values
Structure (SMILES): N1PC12NP2
Charge: 0
Kohn-Sham gap, eV: 9.7
Multiplicity: 1

***

Q: Which of them is the least stable? A: *two*.